A molecular structure, C27H58O4P2ReSi in a non-equilibrium geometry, computed with wB97M-V/def2-TZVPD.

Calculated values
Charge   +2
Multiplicity   4
Lowest unoccupied orbital energy (alpha / beta)   -0.2927 / -0.2942 hartree
<S²>   3.821
ΔE to the lowest compared entry with this formula, charge and spin   120.07 kcal per mole

Last column: Mulliken spin population.
Geometry (Å):
P  1.6679  2.0328  1.5799  0.107
P  0.9048  -0.8648  -2.2365  0.508
C  1.6081  2.4128  -1.5601  0.199
C  0.9392  1.6709  -2.5913  -0.081
H  2.7376  2.1514  -1.6290  0.021
H  1.3479  3.4379  -1.4557  0.023
H  -0.2164  1.6993  -2.5721  -0.003
H  1.4117  1.7583  -3.6404  -0.010
C  1.8439  -2.3086  -2.8241  0.035
H  1.1363  -3.1499  -2.8777  -0.001
H  2.7081  -2.5094  -2.1497  0.003
H  2.1723  -1.9306  -3.8068  0.026
C  -0.3177  -0.7385  -3.5689  0.055
H  -0.0201  -1.5549  -4.2662  0.004
H  -0.1431  0.2286  -4.0935  0.009
H  -1.3533  -0.8157  -3.2266  -0.016
C  3.1021  1.9427  2.7748  0.011
H  2.6575  2.3452  3.7174  0.002
H  3.9641  2.5350  2.4473  -0.001
H  3.4376  0.8926  2.9481  0.001
C  1.3629  3.8208  1.1437  0.008
H  0.6566  3.9128  0.2948  0.001
H  2.3173  4.3355  0.8903  0.000
H  0.9369  4.2576  2.0566  0.000
Re  2.0171  0.5853  -0.8612  1.613
C  3.8526  1.1589  -3.2511  0.193
C  3.8299  0.0645  -2.3886  -0.018
C  5.1868  -0.3763  -1.8050  0.043
C  5.6725  0.6738  -0.8339  0.002
C  4.4183  1.2517  -0.2283  0.164
C  4.0707  2.5262  -0.4846  0.023
C  4.4846  3.2287  -1.7950  0.044
C  4.7565  2.3470  -3.0752  0.016
C  0.3513  1.5807  2.8133  0.005
H  3.3282  1.0724  -4.2279  -0.001
H  3.1755  -0.7713  -2.6252  -0.049
H  5.9576  -0.6391  -2.5706  -0.007
H  5.0419  -1.3100  -1.2452  0.011
H  6.4144  0.2812  -0.1055  0.000
H  6.2216  1.4563  -1.3868  0.001
H  3.8545  0.5969  0.4658  -0.101
H  3.2881  3.0089  0.0938  0.009
H  5.3419  3.8991  -1.6508  -0.004
H  3.6678  3.9076  -2.0738  0.012
H  4.6527  2.9967  -3.9673  0.002
H  5.8252  2.0995  -3.0402  0.010
H  -0.6417  1.9821  2.5580  0.000
H  0.6247  1.9101  3.8408  0.000
H  0.3035  0.4829  2.7820  0.003
C  -4.2556  1.6122  0.5095  -0.001
C  -3.8074  0.8281  1.7502  0.003
C  -3.9094  1.6455  3.0559  0.000
C  -4.6992  -0.4078  1.9544  0.000
O  -2.3818  0.5711  1.5449  0.046
Si  -1.5991  -0.5193  0.5377  0.067
O  -0.1129  -0.0286  0.1651  -0.035
O  -1.5451  -1.9292  1.3912  0.022
C  -1.5389  -2.5364  2.7135  0.003
C  -0.1728  -3.1983  2.8498  0.002
C  -1.7489  -1.5151  3.8421  0.000
C  -2.5934  -3.6287  2.8481  0.000
O  -2.6360  -0.8204  -0.7505  0.006
C  -3.3472  -2.0401  -1.3014  -0.005
C  -2.2795  -3.0863  -1.5306  0.013
C  -4.2726  -2.7776  -0.3187  -0.001
C  -4.0724  -1.5159  -2.5564  0.001
H  -5.3154  1.8737  0.5551  0.000
H  -4.1067  0.9558  -0.3792  0.000
H  -3.6678  2.5304  0.4193  0.000
H  -4.9381  1.9854  3.2398  0.000
H  -3.6045  1.0227  3.9289  0.000
H  -3.2658  2.5440  3.0148  0.000
H  -4.6674  -1.0101  1.0391  0.000
H  -4.4070  -0.9946  2.8344  0.000
H  -5.7495  -0.1029  2.0888  0.000
H  0.6256  -2.4722  2.6139  0.000
H  -0.0635  -3.5896  3.8714  0.000
H  -0.0926  -4.0099  2.1184  0.000
H  -2.7894  -1.1622  3.8705  0.000
H  -1.5973  -2.0662  4.7869  0.000
H  -1.0476  -0.6603  3.7614  0.000
H  -3.6217  -3.2463  2.8980  0.000
H  -2.4845  -4.4292  2.1075  0.000
H  -2.4346  -4.0827  3.8296  0.000
H  -1.9173  -3.4113  -0.5227  -0.001
H  -2.7255  -3.9648  -2.0540  0.000
H  -1.4218  -2.7005  -2.1005  0.008
H  -5.2622  -2.3280  -0.1507  0.000
H  -4.4945  -3.7751  -0.7472  0.000
H  -3.7039  -2.9442  0.6258  0.001
H  -4.9391  -0.8813  -2.2823  0.000
H  -3.3917  -0.9602  -3.2210  0.001
H  -4.5024  -2.3495  -3.1429  0.000



4 unconnected molecules or ions with the total composition C27H60BF4N3 in a non-equilibrium geometry, computed with wB97M-V/def2-TZVPD.

Calculated values
Charge   +2
Lowest unoccupied orbital energy   -0.1080 hartree
ΔE to the lowest compared entry with this formula, charge and spin   120.40 kcal per mole

Last column: Löwdin charge in e.
Geometry (Å):
C  -1.6108  3.4748  -6.4948  -0.086
C  -2.9139  2.6599  -6.6527  -0.231
C  -2.7100  1.1490  -6.8402  -0.100
N  -4.1235  0.4220  -6.7499  -0.209
C  -3.8069  -1.0743  -6.3793  -0.071
C  -5.0322  -2.0038  -6.7042  -0.136
C  -5.6183  -1.8432  -8.1497  -0.186
C  -5.9202  -0.3872  -8.4896  -0.164
C  -4.7066  0.5435  -8.2324  -0.071
C  -5.0955  0.9801  -5.7003  0.031
H  -0.9247  3.1788  -5.7013  0.084
H  -1.8176  4.5209  -6.2691  0.078
H  -1.0492  3.5704  -7.4241  0.076
H  -3.4425  3.0471  -7.5237  0.109
H  -3.4786  2.8727  -5.7449  0.099
H  -2.0898  0.7411  -6.0420  0.131
H  -2.1208  0.9548  -7.7365  0.134
H  -3.0043  -1.2615  -7.0927  0.121
H  -3.3777  -1.2512  -5.3930  0.137
H  -4.8189  -3.0513  -6.4911  0.119
H  -5.9352  -1.6831  -6.1848  0.097
H  -4.9126  -2.2201  -8.8900  0.115
H  -6.5494  -2.4036  -8.2337  0.119
H  -6.2417  -0.3903  -9.5312  0.127
H  -6.6921  0.0646  -7.8666  0.113
H  -3.8379  0.2621  -8.8275  0.123
H  -4.9521  1.5775  -8.4744  0.126
H  -5.9228  0.3194  -5.4412  0.101
H  -5.4410  1.8863  -6.1979  0.102
H  -4.4788  1.1995  -4.8288  0.113
C  -1.8764  0.2390  6.2365  -0.100
C  -1.4049  1.2660  7.2670  -0.182
C  -0.8818  2.6518  6.5898  -0.112
N  -0.0648  3.6608  7.3795  -0.248
C  0.2861  4.9338  6.5236  -0.052
C  0.9682  6.0766  7.3307  -0.118
C  0.0755  6.3648  8.5966  -0.180
C  -0.2876  5.1688  9.4459  -0.197
C  -0.8829  4.0644  8.6422  -0.105
C  1.2614  2.8914  7.8694  0.070
H  -1.2689  -0.0708  5.3862  0.081
H  -2.7986  0.4616  5.6998  0.080
H  -2.1017  -0.7310  6.6799  0.078
H  -0.5694  0.9027  7.8653  0.091
H  -2.1522  1.4778  8.0317  0.101
H  -1.6467  3.1757  6.0166  0.133
H  -0.1381  2.3260  5.8626  0.117
H  -0.6948  5.1860  6.1206  0.132
H  0.8414  4.3914  5.7584  0.130
H  1.0141  6.9949  6.7453  0.120
H  1.9951  5.9380  7.6689  0.112
H  -0.8578  6.8736  8.3554  0.119
H  0.6013  7.1215  9.1789  0.119
H  -0.7475  5.4868  10.3816  0.135
H  0.5923  4.8130  9.9818  0.115
H  -1.7036  4.5082  8.0786  0.136
H  -1.1862  3.2221  9.2641  0.136
H  1.8225  3.7010  8.3361  0.086
H  1.6646  2.3376  7.0216  0.109
H  1.0276  2.2617  8.7278  0.097
C  3.0301  -3.7210  -3.7628  -0.077
C  3.5428  -4.6797  -2.6647  -0.221
C  4.2665  -3.8750  -1.5921  -0.138
N  4.9743  -4.5817  -0.4143  -0.212
C  5.8862  -3.5380  0.2689  -0.069
C  5.0229  -2.4813  1.1127  -0.137
C  4.3307  -3.3269  2.1515  -0.196
C  3.3729  -4.3955  1.5735  -0.160
C  4.0356  -5.3382  0.5988  -0.098
C  5.9176  -5.6866  -0.9976  0.024
H  2.0483  -3.3018  -3.5423  0.080
H  2.8415  -4.3264  -4.6494  0.081
H  3.6691  -2.8407  -3.8328  0.082
H  4.2537  -5.2404  -3.2717  0.109
H  2.8141  -5.2372  -2.0762  0.111
H  3.6100  -3.1910  -1.0543  0.133
H  4.9747  -3.3187  -2.2062  0.130
H  6.5233  -3.1054  -0.5025  0.128
H  6.5204  -4.1428  0.9171  0.126
H  4.2604  -1.8852  0.6112  0.120
H  5.7018  -1.7676  1.5792  0.120
H  3.7081  -2.5656  2.6213  0.119
H  5.0126  -3.7421  2.8937  0.124
H  2.4408  -4.1409  1.0691  0.123
H  2.9912  -4.8944  2.4643  0.124
H  3.2403  -5.9161  0.1279  0.127
H  4.5711  -6.1357  1.1139  0.132
H  6.6310  -5.9586  -0.2197  0.097
H  6.5621  -5.2249  -1.7456  0.109
H  5.3364  -6.5639  -1.2816  0.109
B  -0.0535  0.3214  -0.3876  -1.301
F  0.2568  0.2383  0.9539  0.101
F  -0.6819  -0.8559  -0.7675  0.083
F  -0.9823  1.3760  -0.7202  0.028
F  1.1101  0.4931  -1.1231  0.089



> Number 2 is which compound?

C27H60BF4N3



> What is the formula in the first record?

C27H58O4P2ReSi